Here is C28H26CrN4O3S2 as an isolated structure at a distorted geometry from the Open Molecules 2025 dataset. Energies are from wB97M-V/def2-TZVPD.

Structure (XYZ):
```
64
Properties=species:S:1:pos:R:3
Cr -0.768 -0.204 -0.011
C 1.728 1.042 1.957
C 1.568 0.350 0.642
N 1.069 -0.886 0.645
N 1.527 -1.808 -0.174
C 0.764 -2.636 -0.795
S -0.940 -2.471 -0.928
S 1.604 -4.006 -1.534
C 2.501 -3.091 -2.879
C 1.701 -3.312 -4.119
C 0.562 -2.553 -4.376
C -0.260 -2.874 -5.442
C 0.043 -3.955 -6.254
C 1.201 -4.682 -6.032
C 2.025 -4.365 -4.968
C 2.117 0.860 -0.604
C 3.346 1.497 -0.753
C 3.809 1.832 -2.011
C 3.043 1.550 -3.139
C 1.795 0.977 -3.023
C 1.294 0.640 -1.755
O 0.087 0.182 -1.565
H 2.639 0.682 2.441
H 1.804 2.118 1.825
H 0.891 0.801 2.616
H 2.577 -2.049 -2.571
H 3.491 -3.538 -2.943
H 0.314 -1.723 -3.729
H -1.147 -2.289 -5.631
H -0.621 -4.229 -7.058
H 1.457 -5.506 -6.679
H 2.920 -4.941 -4.788
H 3.946 1.691 0.123
H 4.773 2.304 -2.126
H 3.418 1.796 -4.120
H 1.182 0.794 -3.893
O -2.423 5.552 3.457
C -1.185 5.404 2.805
C -1.173 4.086 2.080
C -0.750 3.989 0.753
C -0.733 2.757 0.134
N -1.091 1.632 0.751
C -1.566 1.716 2.014
C -1.620 2.928 2.700
C -1.994 0.424 2.527
C -2.594 0.230 3.768
C -3.022 -1.034 4.146
C -3.670 -1.266 5.485
O -3.559 -0.173 6.351
C -2.826 -2.073 3.233
C -2.197 -1.814 2.037
N -1.773 -0.598 1.659
H -2.430 6.392 3.927
H -0.365 5.412 3.543
H -1.014 6.224 2.095
H -0.445 4.869 0.211
H -0.413 2.659 -0.895
H -2.013 2.991 3.702
H -2.750 1.057 4.442
H -3.277 -2.187 5.944
H -4.746 -1.409 5.331
H -2.648 -0.073 6.649
H -3.170 -3.070 3.459
H -2.013 -2.623 1.345
```

- expectation value of S² = 0.8066
- multiplicity = 2
- max |F| (eV Å⁻¹) = 2.7
- orbital gap (alpha / beta) (eV) = 5.6 / 6.0
- net charge = +1
- lowest unoccupied orbital energy (alpha / beta) (eV) = -4.57 / -4.13